Molecular formula: C46H53BCl3N6OPS3SiV
Method: DFT, ωB97M-V/def2-TZVPD

```
! RIJCOSX wB97M-V def2-TZVPD def2/J DEFGRID3
* xyz 1 1
V -1.273 2.282 0.649
C 4.447 1.718 1.537
C 3.587 0.752 0.783
C 3.974 0.242 -0.418
C 3.138 -0.651 -1.122
N 1.965 -0.968 -0.654
N 1.598 -0.508 0.536
B 0.218 -0.979 0.892
N -0.693 -1.489 -0.180
N -0.236 -2.762 -0.369
C -0.912 -3.555 -1.128
C -2.158 -3.135 -1.692
C -2.600 -1.870 -1.547
C -3.891 -1.412 -2.150
C -1.779 -0.941 -0.796
S -2.212 0.679 -0.828
C -0.344 -4.932 -1.431
C -1.372 -6.011 -1.060
C -0.052 -4.994 -2.939
C 0.948 -5.177 -0.656
N 0.052 -1.527 2.257
N 1.029 -2.404 2.588
C 0.963 -2.950 3.763
C -0.089 -2.601 4.670
C -1.049 -1.709 4.328
C -2.119 -1.246 5.262
C -0.964 -1.130 3.020
S -1.960 0.073 2.415
C 2.066 -3.953 4.095
C 1.862 -4.573 5.476
C 3.415 -3.223 4.052
C 2.056 -5.060 3.033
C 2.330 0.329 1.291
S 1.803 0.847 2.868
C 3.571 -1.374 -2.392
C 2.386 -1.526 -3.351
C 4.061 -2.764 -1.947
C 4.713 -0.639 -3.098
H 5.322 1.984 0.946
H 4.775 1.280 2.481
H 3.888 2.619 1.780
H 4.922 0.545 -0.842
H -2.766 -3.852 -2.229
H -4.431 -2.260 -2.569
H -3.706 -0.676 -2.936
H -4.511 -0.916 -1.402
H -2.284 -5.941 -1.655
H -1.645 -5.946 -0.003
H -0.938 -6.997 -1.238
H -0.952 -4.826 -3.535
H 0.344 -5.978 -3.196
H 0.690 -4.242 -3.223
H 0.759 -5.218 0.418
H 1.673 -4.382 -0.841
H 1.383 -6.128 -0.969
H -0.098 -3.024 5.665
H -2.089 -1.803 6.196
H -3.104 -1.350 4.804
H -1.984 -0.182 5.471
H 1.921 -3.826 6.271
H 2.647 -5.308 5.658
H 0.902 -5.091 5.551
H 3.461 -2.437 4.812
H 3.572 -2.767 3.072
H 4.225 -3.930 4.242
H 1.121 -5.626 3.065
H 2.880 -5.754 3.216
H 2.171 -4.633 2.036
H 1.531 -1.983 -2.852
H 2.681 -2.153 -4.194
H 2.074 -0.553 -3.741
H 3.288 -3.284 -1.379
H 4.951 -2.682 -1.317
H 4.316 -3.365 -2.822
H 4.447 0.397 -3.329
H 4.930 -1.144 -4.040
H 5.633 -0.643 -2.510
O 0.624 1.636 -0.304
C 0.064 2.710 -0.618
C 0.363 3.718 -1.636
C 1.522 3.845 -2.393
C 1.605 4.890 -3.300
C 0.545 5.785 -3.440
C -0.604 5.657 -2.669
C -0.688 4.612 -1.765
P -2.038 4.140 -0.631
C -3.367 3.556 -1.738
C -4.613 3.249 -1.186
C -5.611 2.700 -1.977
C -5.374 2.440 -3.320
C -4.137 2.736 -3.872
C -3.135 3.292 -3.085
C -2.601 5.722 0.047
C -1.749 6.336 0.967
C -2.089 7.557 1.521
C -3.285 8.170 1.168
C -4.134 7.562 0.256
C -3.794 6.339 -0.310
H 2.339 3.146 -2.254
H 2.496 5.018 -3.903
H 0.619 6.592 -4.157
H -1.422 6.361 -2.779
H -4.794 3.428 -0.134
H -6.577 2.474 -1.542
H -6.152 2.005 -3.935
H -3.948 2.538 -4.921
H -2.171 3.508 -3.525
H -0.827 5.841 1.258
H -1.424 8.032 2.233
H -3.556 9.121 1.609
H -5.068 8.037 -0.017
H -4.462 5.873 -1.022
Cl -0.116 2.922 4.420
Si 0.336 2.524 2.452
Cl 1.639 4.140 1.938
Cl -2.895 3.004 1.942
*
```

Summary:
E_HOMO (spin up / spin down) = -9.20 / -9.53 eV
strongest force on any atom = 1.50 eV Å⁻¹
gap between HOMO and LUMO (spin up / spin down) = 5.33 / 5.66 eV